(1)
{"formula": "C11H21N4", "method": "wB97M-V/def2-TZVPD", "elements": ["C", "C", "C", "C", "C", "C", "C", "C", "C", "C", "C", "N", "N", "N", "N", "H", "H", "H", "H", "H", "H", "H", "H", "H", "H", "H", "H", "H", "H", "H", "H", "H", "H", "H", "H", "H"], "xyz": [[0.81707, 0.40632, 1.30584], [0.82016, -0.86531, 1.76846], [-0.11428, 1.28273, 0.56471], [0.50073, 1.85346, -0.79987], [0.12653, 0.95265, -1.93951], [-1.54262, 0.77545, 0.41231], [2.02647, 1.96417, -0.71710], [-0.06474, 3.26006, -1.02540], [0.65491, -0.44435, -2.04464], [0.07711, -3.02932, 2.52006], [-1.53776, -3.16001, 0.28094], [-1.60705, 1.56929, -3.47474], [-0.82401, 1.27184, -2.71743], [-0.00453, -1.94884, 1.55469], [-0.73821, -2.01693, 0.52624], [1.68420, 0.95250, 1.65598], [1.62442, -1.11209, 2.44844], [-0.16374, 2.18782, 1.18532], [-2.16024, 1.52929, -0.06799], [-1.96405, 0.58381, 1.39656], [-1.60028, -0.14143, -0.16450], [2.31426, 2.62933, 0.09254], [2.40408, 2.39356, -1.64231], [2.50163, 0.99984, -0.56818], [-1.15236, 3.27050, -1.02922], [0.27979, 3.65844, -1.97641], [0.27706, 3.93122, -0.24122], [1.74101, -0.44450, -2.10930], [0.26034, -0.93655, -2.93070], [0.36103, -1.02659, -1.16218], [-0.91775, -3.23440, 2.91951], [0.44129, -3.93941, 2.03784], [0.73703, -2.76696, 3.34074], [-2.18969, -3.41724, 1.12296], [-2.14675, -2.94428, -0.59497], [-0.92107, -4.04408, 0.07252]], "forces_ev_per_a": [[-0.319, -0.239, 0.010], [1.243, 1.348, 0.417], [-0.334, 0.072, -0.325], [-0.032, 0.162, -0.020], [1.104, -0.768, 1.034], [0.090, 0.121, 0.040], [-0.222, 0.082, -0.058], [-0.014, -0.143, 0.116], [0.031, 0.090, -0.005], [-0.108, -0.879, 0.612], [-0.546, -0.756, 0.077], [-0.415, 0.044, -0.085], [-0.745, 0.575, -1.048], [-1.634, -0.677, -1.743], [1.452, 0.849, 1.030], [0.138, -0.125, 0.074], [-0.068, -0.113, -0.047], [0.098, -0.080, 0.112], [-0.064, 0.070, -0.023], [-0.139, -0.034, 0.124], [-0.045, 0.203, -0.113], [0.090, 0.071, 0.177], [0.048, -0.002, -0.067], [0.139, -0.118, 0.007], [-0.097, 0.028, -0.013], [0.023, 0.010, -0.101], [0.023, 0.054, 0.089], [0.083, -0.086, -0.039], [0.016, -0.074, -0.010], [0.081, -0.087, -0.083], [0.039, 0.082, -0.050], [-0.007, 0.124, -0.060], [-0.039, 0.097, -0.125], [0.017, 0.054, 0.002], [0.054, -0.053, 0.079], [0.057, 0.102, 0.015]], "lumo_ev": [-5.4, -5.4], "e_above_lowest_kcal_mol": 53.3, "charge": 1}

(2)
{"formula": "C11H21O7Pt", "method": "wB97M-V/def2-TZVPD", "elements": ["Pt", "C", "C", "O", "C", "C", "O", "C", "C", "O", "C", "C", "O", "C", "C", "O", "H", "H", "H", "H", "H", "H", "H", "H", "H", "H", "H", "H", "H", "H", "H", "H", "H", "H", "H", "H", "O", "C", "O", "H"], "xyz": [[0.12102, 0.34897, -0.31864], [-2.33068, 0.08590, 1.26126], [-2.52657, 1.17156, 0.22831], [-1.71406, 0.81787, -0.98002], [-2.29674, -0.31415, -1.78767], [-1.15163, -1.10111, -2.34682], [-0.26364, -1.44490, -1.20843], [0.96667, -2.10959, -1.70238], [1.86652, -2.19724, -0.51582], [2.04063, -0.84984, -0.00473], [2.80072, -0.90811, 1.24789], [2.89678, 0.48784, 1.81426], [1.61251, 1.08461, 1.65572], [0.70079, 1.10242, 2.75238], [-0.22130, -0.10328, 2.70509], [-0.89239, -0.19920, 1.36181], [-2.81709, -0.85544, 1.01257], [-2.70218, 0.42378, 2.22847], [-2.13968, 2.14290, 0.52910], [-3.56233, 1.26570, -0.09921], [-2.89031, 0.15561, -2.57161], [-2.92095, -0.90594, -1.12307], [-0.56604, -0.53863, -3.07674], [-1.50681, -2.03288, -2.79092], [1.37998, -1.49773, -2.50572], [0.66675, -3.09060, -2.06999], [2.84076, -2.58866, -0.81755], [1.44781, -2.83569, 0.26501], [3.78489, -1.31147, 1.00434], [2.28951, -1.59693, 1.92248], [3.59806, 1.10076, 1.25032], [3.20963, 0.46539, 2.85837], [0.13677, 2.03359, 2.67833], [1.22374, 1.10988, 3.71219], [-1.01890, -0.02904, 3.44228], [0.28740, -1.05628, 2.82044], [0.41581, 2.34876, -0.07301], [0.96553, 2.42480, -1.20957], [1.02311, 1.29366, -1.82581], [1.36441, 3.34886, -1.63246]], "forces_ev_per_a": [[0.347, -0.281, -0.484], [-0.069, 0.097, 0.006], [0.068, -0.045, -0.090], [0.162, -0.054, 0.219], [0.090, 0.083, 0.091], [-0.015, -0.001, 0.025], [-0.327, -0.006, -0.274], [0.045, 0.043, 0.166], [-0.008, -0.215, -0.183], [-0.223, 0.437, 0.098], [0.149, -0.001, 0.091], [-0.170, -0.021, -0.143], [-0.019, 0.194, 0.493], [-0.037, -0.238, -0.028], [0.055, 0.164, -0.024], [0.012, -0.056, 0.213], [-0.003, 0.000, 0.000], [0.021, 0.017, -0.001], [-0.029, 0.003, 0.029], [-0.008, 0.006, 0.009], [-0.012, -0.005, 0.001], [-0.020, -0.012, -0.017], [-0.010, 0.008, 0.001], [0.018, -0.005, 0.013], [0.018, -0.008, -0.008], [0.036, -0.017, -0.004], [0.008, 0.030, 0.036], [-0.025, 0.031, 0.009], [-0.006, 0.022, -0.028], [-0.028, -0.011, -0.034], [0.010, 0.001, 0.004], [0.037, -0.042, 0.000], [-0.002, 0.003, -0.021], [-0.007, -0.027, 0.008], [-0.008, -0.039, -0.002], [0.033, 0.007, 0.000], [-0.132, 0.036, 0.010], [0.093, -0.034, -0.209], [-0.030, -0.059, 0.054], [-0.010, -0.005, -0.023]], "lumo_ev": -13.7, "e_above_lowest_kcal_mol": 0.0, "charge": 3}

(3)
{"formula": "C11H22AgF3O5S4", "method": "wB97M-V/def2-TZVPD", "elements": ["Ag", "C", "C", "S", "C", "C", "S", "C", "C", "S", "H", "H", "H", "H", "H", "H", "H", "H", "H", "H", "H", "H", "C", "O", "C", "C", "O", "C", "H", "H", "H", "H", "H", "H", "H", "H", "H", "H", "F", "C", "F", "F", "S", "O", "O", "O"], "xyz": [[0.18937, 0.11628, -0.26308], [-2.37301, -0.66476, 2.10406], [-1.98729, 0.68103, 2.72111], [-1.03518, 1.76881, 1.63722], [0.36975, 2.22435, 2.67979], [1.20704, 1.09381, 3.27897], [1.92185, -0.00075, 2.03821], [1.48574, -1.63502, 2.65891], [0.00915, -1.92621, 2.92322], [-1.05078, -1.71742, 1.47381], [-2.96141, -1.22448, 2.83384], [-3.01795, -0.50854, 1.23636], [-2.90592, 1.19918, 2.99979], [-1.42569, 0.53589, 3.64253], [0.98944, 2.83470, 2.01961], [0.01951, 2.87790, 3.48031], [2.01494, 1.54987, 3.85322], [0.62310, 0.50729, 3.98698], [1.87096, -2.30506, 1.88713], [2.05157, -1.84367, 3.56885], [-0.07645, -2.95969, 3.26212], [-0.37612, -1.30810, 3.73353], [-0.80059, 2.63444, -2.08942], [-1.45002, 1.42176, -1.72815], [-1.79294, 0.64437, -2.86519], [-2.37285, -0.65595, -2.37386], [-1.41043, -1.44634, -1.69769], [-0.68875, -2.31369, -2.56725], [-1.44404, 3.23078, -2.74356], [0.14908, 2.42934, -2.58896], [-0.61520, 3.18825, -1.17097], [-0.90437, 0.47591, -3.48101], [-2.54503, 1.17530, -3.46341], [-2.80145, -1.21057, -3.21579], [-3.17603, -0.44426, -1.66431], [-1.37960, -2.99124, -3.07914], [-0.00183, -2.88738, -1.95012], [-0.10561, -1.74188, -3.29162], [4.95767, -0.29745, -1.69748], [3.98867, -0.20949, -2.61552], [4.00977, -1.32274, -3.35349], [4.25650, 0.82653, -3.41621], [2.37350, 0.02232, -1.79384], [1.43327, 0.18731, -2.89034], [2.58124, 1.20706, -0.98227], [2.19642, -1.21780, -1.03690]], "forces_ev_per_a": [[-0.639, -0.082, 0.649], [-0.092, 0.106, 0.035], [-0.085, -0.108, 0.070], [0.032, 0.088, -0.182], [0.089, 0.020, 0.060], [-0.077, 0.108, 0.120], [0.138, 0.018, -0.209], [-0.035, -0.112, 0.055], [0.053, -0.019, 0.116], [0.057, -0.104, -0.169], [0.013, 0.005, 0.010], [0.042, 0.008, -0.011], [-0.008, -0.011, -0.009], [0.014, -0.005, -0.008], [0.002, -0.022, -0.015], [-0.009, -0.019, 0.020], [0.002, 0.010, -0.004], [-0.012, 0.005, -0.002], [-0.025, 0.021, -0.025], [-0.009, 0.008, 0.012], [0.002, -0.005, -0.014], [0.015, 0.021, -0.012], [0.018, 0.004, -0.011], [0.094, 0.021, -0.020], [-0.018, 0.110, -0.045], [0.058, -0.070, -0.023], [-0.145, -0.045, 0.001], [0.047, 0.084, 0.017], [-0.012, 0.009, -0.006], [-0.004, -0.010, -0.016], [-0.009, -0.016, 0.015], [0.008, -0.017, 0.006], [0.012, 0.023, -0.006], [0.006, -0.017, 0.001], [0.023, -0.007, 0.047], [0.002, 0.007, 0.000], [0.013, 0.030, 0.022], [0.008, -0.045, -0.022], [0.013, -0.008, -0.096], [0.150, 0.011, 0.012], [-0.034, 0.000, 0.001], [0.036, -0.032, 0.029], [0.321, -0.126, -0.345], [0.109, -0.026, 0.151], [-0.166, -0.061, -0.068], [0.005, 0.249, -0.131]], "lumo_ev": 0.2, "e_above_lowest_kcal_mol": 0.0}

(4)
{"formula": "C11H22AsF6N5O2S", "method": "wB97M-V/def2-TZVPD", "elements": ["C", "O", "C", "C", "C", "C", "C", "C", "N", "C", "N", "O", "C", "N", "N", "C", "S", "C", "N", "H", "H", "H", "H", "H", "H", "H", "H", "H", "H", "H", "H", "H", "H", "H", "H", "H", "H", "H", "H", "H", "H", "F", "As", "F", "F", "F", "F", "F"], "xyz": [[2.98550, -0.18452, 0.49809], [3.37200, -1.31364, -0.37898], [3.48048, -0.74940, -1.70791], [2.27015, -1.13235, -2.69315], [0.86976, -1.39110, -1.94719], [-0.33848, -0.42257, -2.46801], [-1.55093, -0.57162, -1.43536], [-2.97471, -0.93313, -2.14713], [-3.94771, -1.53132, -1.13493], [-3.75965, -0.77260, 0.12584], [-3.94538, -1.31914, 1.34595], [-4.35170, -2.59665, 1.51858], [-3.21522, -3.49652, 1.44197], [-2.33053, -4.16398, 0.94099], [-3.29950, 0.60879, -0.01671], [-1.84456, 0.67210, -0.48340], [-0.71156, 0.51454, 1.01570], [-1.66042, 2.12375, -1.14334], [-1.95510, 3.27144, -0.18785], [3.88792, 0.50970, 0.59725], [2.07287, 0.32111, -0.00760], [2.65388, -0.60005, 1.52481], [3.62612, 0.39073, -1.64276], [4.45555, -1.17824, -2.16606], [2.55811, -2.12753, -3.20726], [2.13293, -0.35449, -3.52944], [0.51511, -2.48083, -2.13746], [0.89964, -1.26953, -0.80968], [-0.67799, -0.87749, -3.48074], [0.04879, 0.63260, -2.65007], [-1.28308, -1.47753, -0.75587], [-2.84922, -1.71967, -2.96534], [-3.50183, 0.01272, -2.55060], [-3.60851, -2.50348, -1.02466], [-3.75864, -0.71737, 2.17556], [-3.41672, 1.08353, 0.89051], [-1.44208, 1.09341, 2.04688], [-0.57908, 2.32793, -1.50896], [-2.34480, 2.31203, -2.06256], [-2.30375, 2.91914, 0.71549], [-1.02638, 3.68419, 0.04728], [4.31905, 1.61933, 2.77709], [3.83653, 1.91587, 4.48110], [4.34188, 0.25076, 4.91254], [2.18180, 1.31751, 4.11378], [3.35302, 2.21081, 6.18192], [3.32965, 3.58084, 4.04690], [5.48678, 2.51194, 4.84476]], "forces_ev_per_a": [[-0.439, -0.551, 0.271], [-0.694, 1.988, -0.593], [1.099, -0.103, -0.773], [-0.214, -0.897, 0.150], [-0.860, 0.131, -0.173], [0.400, -1.352, -0.337], [-0.758, -0.393, -0.257], [0.080, 0.893, -0.507], [2.770, 1.970, 3.360], [0.712, -0.023, -2.831], [0.719, 2.875, -1.118], [2.179, -2.792, 0.361], [1.991, -1.150, -3.435], [-4.640, 3.449, 3.102], [-1.047, -3.727, 1.105], [0.548, 0.978, -0.408], [-0.556, -0.064, 0.123], [0.188, 1.097, -0.561], [1.222, -1.026, 0.052], [-1.520, -0.778, 0.064], [1.528, -0.393, 1.013], [0.769, 0.699, -1.700], [-0.305, -1.663, -0.135], [-1.600, 0.724, 0.652], [-0.467, 1.659, 0.753], [0.320, -1.049, 1.307], [0.620, 1.793, 0.363], [0.455, -0.209, -1.600], [0.474, 1.072, 1.543], [-0.735, -1.377, 0.389], [-0.567, 1.423, -1.040], [-0.172, 1.245, 1.114], [1.106, -1.553, 0.386], [-0.821, 0.381, 0.412], [-0.259, -1.136, -0.532], [0.080, -0.096, -0.687], [0.384, -0.154, -1.071], [-1.799, -0.944, 0.619], [0.972, -0.907, 1.477], [0.171, 0.338, -0.600], [-1.135, -0.324, -0.081], [-0.485, 0.208, 1.255], [0.534, 0.203, 0.528], [-0.530, 1.402, -0.459], [1.115, 0.398, 0.133], [0.326, -0.280, -1.529], [0.334, -1.449, 0.280], [-1.495, -0.537, -0.385]], "lumo_ev": -2.8, "e_above_lowest_kcal_mol": 91.8}